# 1
CH3Br2IOSi | ωB97M-V with the def2-TZVPD basis set

Values from the calculation:
Kohn-Sham gap: 9.44 eV
LUMO: -0.551 eV

The geometry in XYZ format:
```
9
CH3Br2IOSi, DFT ωB97M-V with the def2-TZVPD basis set
C -0.1163 0.5353 0.5539
O 1.0343 0.8684 -0.1916
Si 2.5143 1.3564 0.2952
Br 4.0964 -0.1190 0.0049
Br 2.1076 1.8277 2.7605
I 3.1713 3.5574 -0.5666
H -0.2511 1.2075 1.4691
H 0.0707 -0.5365 0.7847
H -0.9349 0.6150 -0.1799
```

# 2
CH3Br2NO2S | ωB97M-V with the def2-TZVPD basis set

Values from the calculation:
Kohn-Sham gap (spin up / spin down): 7.83 / 7.21 eV
LUMO (spin up / spin down): -1.478 / -1.868 eV

The geometry in XYZ format:
```
10
CH3Br2NO2S, DFT ωB97M-V with the def2-TZVPD basis set
C -1.6315 0.6180 -1.1247
N 0.1247 0.8026 2.2560
O -1.4899 -1.0401 1.6587
O 0.7325 -1.1693 0.4697
S -0.3886 -0.3892 0.9920
Br -1.1369 -0.6456 -2.4408
Br -0.7373 2.2031 -1.0657
H -2.7443 0.5286 -1.0893
H 0.4216 1.7006 1.9372
H -0.6814 0.8686 2.8355
```

Respective energy relative to the best compared isomer or geometry (same formula, charge and spin) values: 7.1, 52.8 kcal per mole.